{
  "formula": "C2H3Cl2N",
  "method": "ωB97M-V/def2-TZVPD",
  "relative_energy_kcal_mol": 89.3,
  "homo_ev": -8.8519,
  "orbital_gap_ev": 8.1644,
  "species": ["Cl", "Cl", "N", "C", "C", "H", "H", "H"],
  "xyz": [[2.79304, -0.96823, 0.13690], [-2.36445, -0.89294, 0.48456], [-0.63414, 0.23644, -1.19775], [1.74885, -0.29347, 1.13082], [-1.44258, 0.36133, -0.29970], [-0.33408, -0.66184, -1.62222], [1.93674, 0.88688, 1.16663], [-1.70337, 1.33184, 0.20076]],
  "nbo_charge": [0.134, -0.061, -0.631, -0.257, 0.127, 0.379, 0.122, 0.188]
}

=====

{
  "formula": "C2H3Cl2O2S",
  "method": "ωB97M-V/def2-TZVPD",
  "relative_energy_kcal_mol": 38.8,
  "charge": -1,
  "homo_ev": -3.7245,
  "orbital_gap_ev": 7.1294,
  "species": ["Cl", "Cl", "S", "O", "O", "C", "C", "H", "H", "H"],
  "xyz": [[0.44693, 0.15594, -2.36167], [-0.07677, 2.25586, -0.43059], [-1.91160, -0.04727, -0.25426], [-1.61881, -1.44884, 0.11920], [-2.27456, 0.78885, 0.91885], [-0.16110, 0.48832, -0.70634], [1.24098, -0.44185, 0.59880], [1.01684, -1.55080, 0.60080], [1.16840, 0.07974, 1.52036], [2.16969, -0.27995, -0.00514]],
  "nbo_charge": [-0.074, -0.075, 1.510, -1.041, -1.023, -0.334, -0.563, 0.221, 0.196, 0.183]
}

=====

{
  "formula": "C2H3Cl2P",
  "method": "ωB97M-V/def2-TZVPD",
  "relative_energy_kcal_mol": 42.0,
  "homo_ev": -9.6429,
  "orbital_gap_ev": 7.3148,
  "species": ["Cl", "Cl", "P", "C", "C", "H", "H", "H"],
  "xyz": [[3.01003, -0.70094, -1.34989], [2.61939, -2.44489, 1.48914], [1.54638, -1.96164, -1.09399], [0.04764, 0.13947, 0.23621], [0.23890, -1.09234, -0.28742], [-0.87653, 0.61345, 0.54820], [-0.57637, -1.73716, -0.03903], [0.77470, 0.93570, 0.20374]],
  "nbo_charge": [-0.207, -0.545, 1.001, -0.214, -0.686, 0.211, 0.244, 0.194]
}

=====

{
  "formula": "C2H3Cl3NO",
  "method": "ωB97M-V/def2-TZVPD",
  "relative_energy_kcal_mol": 0.0,
  "charge": -1,
  "homo_ev": [-3.8605, -3.8605],
  "spin_multiplicity": 3,
  "orbital_gap_ev": [6.7070, 4.8554],
  "species": ["Cl", "Cl", "Cl", "O", "N", "C", "C", "H", "H", "H"],
  "xyz": [[-2.05144, 1.14942, -0.13648], [0.48023, -4.28898, 0.28466], [-2.69071, -1.66486, 0.04728], [2.66299, 2.84512, -0.59761], [1.64515, 2.34588, -0.13052], [-0.23355, -0.60367, 0.32977], [-1.54446, -0.46576, 0.08466], [1.03598, 1.95096, -0.80048], [0.41846, 0.29274, 0.38944], [0.27735, -1.56086, 0.52930]],
  "nbo_charge": [-0.022, -0.986, 0.104, -0.183, -0.167, -0.402, -0.172, 0.352, 0.187, 0.289]
}

=====

no.,electronic energy (Ha)
1,-1052.980677
2,-1547.036910
3,-1339.687101
4,-1588.504085